# 1
Here is a 7-piece molecular cluster, C10H34O7 overall at a distorted geometry from the OMol25 dataset. Energies are from wB97M-V/def2-TZVPD.

Output
LUMO in eV: 0.384
Orbital gap in eV: 9.9
Charge: 0
ΔE to the lowest compared entry with this formula, charge and spin in eV: 3.434
SMILES: CCO.CCO.CCO.CO.CO.CO.CO
Largest force on an atom in eV/A: 1.590

Cartesian coordinates (Å):
C: -3.95391 -1.25860 -0.10636
C: -4.16243 -1.72598 1.32670
O: -5.01863 -0.85769 2.06214
H: -3.25622 -1.88541 -0.67583
H: -3.37285 -0.33070 -0.09537
H: -4.84245 -1.12926 -0.71768
H: -3.19170 -1.89984 1.81523
H: -4.66149 -2.69752 1.42235
H: -4.53658 0.00167 2.07818
C: 0.67429 2.66973 4.13874
C: 1.80973 3.65427 3.95806
O: 1.56559 4.54267 2.88424
H: 0.79652 2.15569 5.09441
H: 0.59186 1.87533 3.38868
H: -0.33033 3.09252 4.07047
H: 2.69355 3.03598 3.74838
H: 1.95393 4.17644 4.90713
H: 1.91415 5.40859 3.10567
C: 0.95331 -0.08512 0.31551
C: 0.04300 -0.94605 -0.49940
O: 0.12452 -0.67038 -1.91719
H: 1.99932 -0.20219 0.02819
H: 0.75154 -0.29561 1.36687
H: 0.74080 0.97174 0.11360
H: -0.98280 -0.71592 -0.20816
H: 0.30116 -1.99870 -0.35889
H: 0.89678 -1.17637 -2.20400
C: 2.57244 -4.94698 -1.53137
O: 2.08215 -4.67923 -2.82194
H: 3.65811 -5.00679 -1.43830
H: 2.17907 -4.20873 -0.82953
H: 2.24359 -5.93332 -1.18373
H: 1.45634 -5.33181 -3.13037
C: 3.74215 1.61635 -2.12179
O: 2.55511 0.86728 -2.28259
H: 3.91330 2.31572 -2.95166
H: 3.79540 2.16533 -1.17799
H: 4.56872 0.90089 -2.18477
H: 1.81740 1.30005 -1.84583
C: -2.11058 1.34932 2.60746
O: -3.39150 1.36734 1.95363
H: -2.02218 0.39684 3.13763
H: -1.27316 1.49064 1.92942
H: -2.17163 2.09039 3.40747
H: -3.27529 1.85160 1.13043
C: 0.24585 -0.19773 -5.28046
O: -0.96457 -0.26385 -4.50246
H: -0.00093 -0.44166 -6.30737
H: 0.61252 0.82945 -5.22602
H: 0.96805 -0.86856 -4.81767
H: -0.70108 -0.37181 -3.57384



# 2
Here is a 2-piece molecular cluster, C7H10O4Si overall at a distorted geometry from the OMol25 dataset. Energies are from wB97M-V/def2-TZVPD.

Output
LUMO in eV: 5.581
Orbital gap in eV: 6.5
Charge: -2
ΔE to the lowest compared entry with this formula, charge and spin in eV: 0.355
Largest force on an atom in eV/A: 3.460

Cartesian coordinates (Å):
C: 3.39235 -2.13633 0.32403
C: 1.18960 3.54282 -0.43609
C: -2.54603 -0.39649 0.59044
C: -1.78651 -1.39754 -0.30795
C: -1.80102 0.93665 0.26392
C: -0.29689 -0.97853 -0.14812
C: -0.34895 0.55462 -0.09135
O: 4.43145 -2.37684 0.95205
O: 1.92175 3.66628 -1.44941
O: 2.86544 -2.76461 -0.62753
O: 0.53681 4.36205 0.19704
Si: 1.10950 1.60321 -0.28857
H: -3.63411 -0.51411 0.27904
H: -2.40218 -0.74665 1.55303
H: -1.83848 -2.31286 0.18696
H: -2.20648 -1.24431 -1.31985
H: -2.47177 1.47715 -0.50599
H: -1.82459 1.59721 1.10412
H: 0.01650 -1.49981 0.76722
H: 0.35622 -1.29838 -0.94421
H: 3.01618 -1.05999 0.51673
H: 2.32123 0.98644 -0.61548



# 3
Here is a single C5H10 molecule from the OMol25 dataset. Energies are from wB97M-V/def2-TZVPD.

Output
LUMO in eV: 1.312
Orbital gap in eV: 11.5
Charge: 0
ΔE to the lowest compared entry with this formula, charge and spin in eV: 0.927
SMILES: CCC1CC1
Largest force on an atom in eV/A: 0.228

Cartesian coordinates (Å):
C: 1.90142 0.24676 0.02721
C: 0.76987 -0.76758 0.19963
C: -0.52988 -0.36748 -0.48433
C: -1.15859 0.97217 -0.21972
C: -1.80945 -0.27655 0.30044
H: 1.67471 1.17808 0.55787
H: 2.84943 -0.13319 0.42395
H: 2.05573 0.49420 -1.02898
H: 1.08410 -1.74009 -0.19812
H: 0.58751 -0.92746 1.27024
H: -0.63266 -0.72951 -1.50711
H: -1.62883 1.48585 -1.05332
H: -0.67838 1.63384 0.49727
H: -1.74630 -0.46322 1.37018
H: -2.73867 -0.60583 -0.15521



# 4
Here is a 13-piece molecular cluster, C43H95Cl4O28P3 overall at a distorted geometry from the OMol25 dataset. Energies are from wB97M-V/def2-TZVPD.

Output
LUMO in eV: 0.240
Orbital gap in eV: 10.2
Charge: 0
ΔE to the lowest compared entry with this formula, charge and spin in eV: 4.139
Largest force on an atom in eV/A: 4.474

Cartesian coordinates (Å):
C: 2.94920 -3.78600 2.17061
Cl: 3.87549 -3.92573 3.64817
Cl: 3.77995 -4.64468 0.84045
H: 1.96686 -4.17239 2.44229
H: 2.80316 -2.73491 1.92163
C: -4.30258 -1.44618 1.60602
Cl: -5.62958 -1.78089 2.77276
Cl: -4.93891 -0.54097 0.21453
H: -3.47950 -0.89023 2.05498
H: -3.73969 -2.30640 1.24371
C: 6.10744 -1.64808 1.86638
O: 5.01047 -1.28593 1.06240
P: 5.16952 -0.94976 -0.52772
O: 6.08898 -1.86122 -1.27398
O: 5.38537 0.61956 -0.63558
C: 5.51166 1.26619 -1.96656
O: 3.61185 -1.02797 -1.08444
C: 3.02503 -2.29593 -1.54920
H: 6.34460 -0.82500 2.54047
H: 6.96614 -1.93144 1.25774
H: 5.63748 -2.53477 2.29183
H: 5.91572 0.61093 -2.73823
H: 6.21529 2.09211 -1.86232
H: 4.58520 1.69706 -2.34622
H: 2.55706 -2.03712 -2.49900
H: 2.22967 -2.70706 -0.92753
H: 3.79271 -3.04879 -1.72796
C: -1.18361 -3.64339 3.54502
O: -1.74609 -3.98203 4.74886
P: -1.50266 -5.49379 5.25908
O: -1.93812 -5.85036 6.64418
O: -2.33745 -6.34264 4.09621
C: -2.42449 -7.80126 4.30728
O: 0.02418 -5.87491 5.00190
C: 1.10096 -5.41026 5.73285
H: -1.76360 -3.19131 2.74045
H: -0.64786 -4.44635 3.03874
H: -0.45400 -2.87284 3.79407
H: -1.56872 -8.35172 3.91646
H: -3.30290 -8.23664 3.83089
H: -2.50453 -8.04355 5.36699
H: 0.75221 -4.46301 6.14418
H: 2.06006 -5.23148 5.24679
H: 1.38170 -6.18935 6.44159
C: -1.72829 1.76185 0.13239
O: -1.50489 0.56153 0.88233
P: -0.08057 -0.21738 0.83455
O: 0.20830 -1.24391 1.86141
O: -0.18475 -0.76121 -0.70250
C: -1.27990 -1.48885 -1.26582
O: 0.87739 1.04335 0.61637
C: 2.26650 1.01911 0.69041
H: -2.62302 1.46342 -0.41394
H: -0.96051 1.96378 -0.61449
H: -1.75445 2.64827 0.76617
H: -1.85969 -1.96809 -0.47697
H: -0.96561 -2.24560 -1.98461
H: -1.86040 -0.76016 -1.83163
H: 2.77212 0.06347 0.82898
H: 2.39560 1.63796 1.57836
H: 2.83956 1.52346 -0.08762
O: 2.32635 -5.66125 -2.80570
C: 1.71654 -5.81962 -3.89513
O: 0.44795 -5.47444 -4.07480
C: -0.59960 -5.42303 -3.00915
C: -0.91099 -6.82664 -2.49194
C: 2.45634 -5.98492 -5.23552
H: -1.47742 -4.90127 -3.39036
H: -0.41801 -4.66147 -2.25076
H: -1.16556 -7.49441 -3.31498
H: -1.80611 -6.77506 -1.87210
H: -0.10980 -7.25483 -1.88957
H: 3.14903 -6.81369 -5.08919
H: 2.76559 -4.94585 -5.34861
H: 1.64947 -6.10916 -5.95775
O: -6.18513 4.05228 2.98264
C: -5.51508 3.13241 2.56253
O: -4.50230 2.67741 3.16952
C: -4.49155 2.69315 4.61929
C: -5.01960 1.38062 5.23112
C: -5.62073 2.80577 1.13429
H: -4.97487 3.60756 4.96332
H: -3.43121 2.84552 4.82070
H: -4.76267 0.41095 4.80471
H: -6.10787 1.32138 5.21521
H: -4.70920 1.14737 6.24962
H: -5.07644 3.61781 0.65217
H: -6.67959 2.65582 0.92350
H: -5.12674 1.85445 0.93670
O: 1.29683 -0.47687 -4.37973
C: 1.45542 0.66407 -4.72861
O: 1.48044 1.83364 -3.98389
C: 1.45193 1.77769 -2.55683
C: 1.42696 3.17944 -1.82819
C: 1.98258 0.96310 -6.13368
H: 2.40324 1.36489 -2.22114
H: 0.67187 1.06052 -2.30133
H: 2.14462 3.91673 -2.18802
H: 1.31655 3.06416 -0.74994
H: 0.46277 3.55371 -2.17223
H: 1.82294 2.03515 -6.24910
H: 1.52845 0.44339 -6.97735
H: 3.02656 0.65041 -6.11283
O: -2.52096 -1.77681 -4.22311
C: -3.10928 -2.27824 -5.21327
O: -4.29330 -2.97285 -5.24025
C: -4.92584 -3.13780 -3.98209
C: -4.35126 -4.21365 -3.01642
C: -2.27021 -2.35153 -6.49195
H: -6.00753 -3.26993 -4.00661
H: -4.78819 -2.22898 -3.39625
H: -3.53594 -3.67871 -2.52939
H: -3.93189 -5.08614 -3.51740
H: -5.17614 -4.57280 -2.40104
H: -1.26480 -2.71065 -6.27220
H: -1.88028 -1.39511 -6.84025
H: -2.62260 -3.03597 -7.26362
O: -1.47892 6.88949 -2.00073
C: -2.12017 6.29296 -1.12402
O: -1.59320 5.81758 0.06381
C: -0.20920 5.95306 0.34455
C: 0.03644 5.42039 1.72916
C: -3.58988 6.02980 -1.18069
H: 0.03180 7.01586 0.36672
H: 0.40819 5.55501 -0.46073
H: 1.08576 5.42481 2.02411
H: -0.31699 4.39031 1.68307
H: -0.62293 5.93432 2.42859
H: -4.25248 6.89294 -1.11708
H: -3.74395 5.42064 -0.29002
H: -3.95462 5.54769 -2.08768
O: -2.20928 0.83546 -7.70724
C: -2.78799 1.82852 -7.46746
O: -2.87772 2.35527 -6.27103
C: -2.22974 1.64884 -5.22721
C: -2.02134 2.61597 -4.09930
C: -3.64281 2.49836 -8.48345
H: -1.23959 1.25779 -5.46128
H: -2.97554 0.92893 -4.89013
H: -2.93588 3.14206 -3.82552
H: -1.31107 3.35140 -4.47714
H: -1.65822 2.07705 -3.22420
H: -2.99900 2.71520 -9.33584
H: -3.98089 3.45713 -8.09030
H: -4.42003 1.80034 -8.79457
O: 4.55512 7.47396 1.13437
C: 5.27096 6.82245 1.81888
O: 5.67435 5.54859 1.56724
C: 5.27885 4.86918 0.38902
C: 3.86579 4.29265 0.64797
C: 5.74910 7.27170 3.11553
H: 5.81097 3.94883 0.14842
H: 5.33033 5.51875 -0.48477
H: 4.04427 3.64834 1.50884
H: 3.52192 3.76309 -0.24053
H: 3.13351 5.07317 0.85450
H: 4.98402 7.87930 3.59883
H: 6.62322 7.92254 3.09493
H: 5.99809 6.43821 3.77233
O: 0.67393 -1.09149 6.63683
C: 0.73141 0.07908 6.20226
O: 1.26465 1.24281 6.72296
C: 1.90489 1.32252 8.02253
C: 3.14858 0.38199 8.27466
C: 0.21736 0.31971 4.77734
H: 1.17690 1.23374 8.82892
H: 2.12594 2.38310 8.14252
H: 3.82045 0.69036 9.07565
H: 3.83434 0.40655 7.42777
H: 2.87822 -0.67336 8.30998
H: -0.68321 -0.24707 4.54102
H: 1.11358 0.13669 4.18456
H: 0.00643 1.38910 4.77539



# 5
Here is a single C23H22N4O3S molecule from the OMol25 dataset. Energies are from wB97M-V/def2-TZVPD.

Output
LUMO in eV: 0.458
Orbital gap in eV: 8.4
Charge: 0
ΔE to the lowest compared entry with this formula, charge and spin in eV: 0.000
SMILES: CCOC(=O)N1CCN(C(=O)c2ccc3c(c2)sc2nc(-c4ccccc4)cn23)CC1
Largest force on an atom in eV/A: 0.929

Cartesian coordinates (Å):
C: -4.04416 -4.20364 0.37326
C: -3.57659 -3.05483 -0.50776
O: -4.32028 -1.86468 -0.24786
C: -3.86443 -1.08695 0.74890
O: -2.86409 -1.31202 1.39008
N: -4.69029 -0.02852 0.99901
C: -4.17570 0.99650 1.88079
C: -3.25016 1.93627 1.07079
N: -3.62975 1.87409 -0.32483
C: -2.87159 1.29947 -1.30189
O: -3.34771 0.96125 -2.36858
C: -1.41202 1.14603 -1.02394
C: -0.61631 2.22026 -0.62095
C: 0.74144 2.06125 -0.42341
C: 1.30164 0.80754 -0.62190
C: 0.50410 -0.27235 -1.04000
C: -0.84907 -0.10192 -1.25692
S: 1.43252 -1.75198 -1.23686
C: 2.86174 -0.89526 -0.76094
N: 4.11130 -1.21349 -0.61456
C: 4.73310 -0.05326 -0.21219
C: 6.16125 -0.03329 0.04990
C: 6.81374 1.13078 0.45381
C: 8.17429 1.11857 0.69481
C: 8.90208 -0.04977 0.53744
C: 8.26075 -1.21077 0.13641
C: 6.90129 -1.20494 -0.10601
C: 3.81430 0.97067 -0.12262
N: 2.61113 0.42608 -0.47621
C: -5.06735 1.84592 -0.51072
C: -5.60908 0.49158 0.00515
H: -3.50217 -5.10732 0.10997
H: -5.10956 -4.37356 0.23781
H: -3.85263 -3.96867 1.41744
H: -3.74956 -3.26981 -1.56446
H: -2.51376 -2.85760 -0.33306
H: -5.02802 1.53587 2.29900
H: -3.61944 0.51611 2.68518
H: -2.21585 1.61230 1.17859
H: -3.34224 2.96759 1.42966
H: -1.06651 3.19107 -0.47965
H: 1.36050 2.89092 -0.11989
H: -1.46364 -0.91789 -1.60057
H: 6.25597 2.04662 0.57918
H: 8.67156 2.02566 1.00735
H: 9.96551 -0.05390 0.72700
H: 8.82535 -2.12351 0.01274
H: 6.38477 -2.09847 -0.41890
H: 3.91442 1.99902 0.15224
H: -5.27858 1.96189 -1.57357
H: -5.49735 2.68437 0.04182
H: -6.59716 0.61828 0.45883
H: -5.67771 -0.22755 -0.80891



# 6
Here is a single C3H4O3 molecule from the OMol25 dataset. Energies are from wB97M-V/def2-TZVPD.

Output
LUMO in eV: 0.232
Orbital gap in eV: 9.7
Charge: 0
ΔE to the lowest compared entry with this formula, charge and spin in eV: 3.801
Largest force on an atom in eV/A: 0.798

Cartesian coordinates (Å):
O: -1.33489 0.27503 -1.50943
C: -1.08701 0.99022 -0.32847
C: -0.05540 0.52159 0.64257
O: 0.48188 -0.58815 0.12930
C: 1.55670 -1.15298 0.83163
O: 2.51511 -0.53695 1.15534
H: -0.64834 -0.39958 -1.59379
H: -0.77185 2.02876 -0.54184
H: -2.02037 1.09235 0.24749
H: 1.36419 -2.23029 0.96720